Density functional theory data (wB97M-V/def2-TZVPD) for a molecular structure, C47H48AsNO5PRu.

Geometry (Å):
Ru  -0.93  -0.32  -1.62
C  -0.42  6.45  -2.33
O  0.93  6.07  -2.22
C  1.22  4.74  -2.25
C  2.57  4.41  -1.97
C  2.94  3.10  -1.88
C  2.02  2.05  -2.02
C  2.40  0.68  -1.81
C  3.88  0.35  -1.91
O  1.61  -0.23  -1.52
C  0.66  2.37  -2.38
O  -0.22  1.50  -2.64
C  0.31  3.75  -2.50
H  -0.45  7.51  -2.08
H  -1.05  5.89  -1.63
H  -0.79  6.30  -3.35
H  3.26  5.22  -1.82
H  3.96  2.87  -1.63
H  4.32  0.88  -2.75
H  3.99  -0.72  -2.05
H  4.39  0.63  -0.99
H  -0.71  3.95  -2.79
O  -4.79  -2.02  -2.52
C  -3.60  -1.86  -2.31
O  -2.91  -0.83  -2.54
C  -2.82  -3.07  -1.67
P  -1.01  -2.87  -1.99
C  -0.49  -4.63  -1.95
C  0.43  -5.10  -2.89
C  0.76  -6.44  -2.93
C  0.21  -7.33  -2.02
C  -0.67  -6.86  -1.06
C  -1.01  -5.52  -1.02
C  -1.02  -2.58  -3.79
C  -0.18  -1.58  -4.29
C  -0.21  -1.26  -5.64
C  -1.07  -1.93  -6.49
C  -1.91  -2.93  -5.99
C  -1.88  -3.25  -4.65
H  -3.20  -4.02  -2.07
H  -3.01  -3.05  -0.59
H  0.87  -4.41  -3.59
H  1.45  -6.79  -3.68
H  0.46  -8.38  -2.06
H  -1.10  -7.55  -0.34
H  -1.70  -5.18  -0.26
H  0.51  -1.08  -3.61
H  0.42  -0.47  -6.02
H  -1.10  -1.68  -7.54
H  -2.59  -3.44  -6.66
H  -2.55  -4.01  -4.27
C  2.20  6.17  1.47
C  1.81  4.73  1.39
C  2.68  3.72  1.75
C  2.32  2.38  1.67
C  3.32  1.34  2.10
C  1.04  2.02  1.23
As  0.74  0.03  1.22
N  -0.89  -0.18  0.56
C  -2.04  -0.68  1.05
C  -2.09  -1.62  2.10
C  -3.30  -2.02  2.63
C  -4.49  -1.54  2.12
C  -4.47  -0.66  1.04
C  -3.27  -0.23  0.51
C  0.57  -0.33  3.21
C  1.27  -1.43  3.72
C  2.14  -2.33  2.89
C  1.16  -1.76  5.07
C  0.37  -1.03  5.94
C  0.27  -1.39  7.39
C  -0.33  0.05  5.42
C  -0.25  0.40  4.08
C  -1.04  1.57  3.60
C  0.16  3.03  0.83
C  -1.22  2.80  0.29
C  0.56  4.36  0.94
H  3.16  6.29  1.96
H  1.45  6.74  2.03
H  2.26  6.59  0.47
H  3.66  3.97  2.13
H  4.30  1.79  2.26
H  3.40  0.55  1.35
H  2.98  0.88  3.03
H  -1.16  -2.02  2.47
H  -3.31  -2.73  3.45
H  -5.43  -1.86  2.55
H  -5.40  -0.28  0.63
H  -3.26  0.49  -0.30
H  2.13  -2.05  1.83
H  1.81  -3.36  2.98
H  3.17  -2.29  3.25
H  1.70  -2.62  5.44
H  0.88  -2.27  7.61
H  -0.76  -1.61  7.66
H  0.61  -0.57  8.01
H  -0.97  0.63  6.07
H  -1.84  1.81  4.31
H  -1.49  1.36  2.63
H  -0.40  2.45  3.49
H  -1.32  1.79  -0.11
H  -1.41  3.50  -0.53
H  -1.98  2.97  1.05
H  -0.15  5.13  0.66

HOMO-LUMO gap (alpha / beta), eV: 7.99 / 5.67
Largest force on an atom, eV/A: 2.35
Multiplicity: 6

Löwdin population analysis, charges in e, atoms 1 to 8: Ru 1.275; C -0.079; O -0.078; C -0.288; C -0.017; C -0.029; C -0.120; C -0.404

***

Density functional theory data (wB97M-V/def2-TZVPD) for a molecular structure, C15H11AsF5N3O9Se2Te2Ti.

Geometry (Å):
Ti  -0.05  0.71  1.47
Se  1.39  2.16  3.45
Te  3.85  1.94  3.81
Te  2.12  -1.66  4.32
Se  0.32  0.02  4.01
C  1.98  3.45  -1.94
As  2.00  1.91  -0.79
C  3.67  1.95  0.12
C  1.91  0.39  -1.96
O  0.67  2.13  0.19
H  2.84  3.45  -2.61
H  1.99  4.34  -1.32
H  1.06  3.43  -2.53
H  4.48  1.86  -0.61
H  3.71  1.12  0.83
H  3.76  2.88  0.68
H  2.17  0.70  -2.97
H  0.89  0.01  -1.92
H  2.60  -0.37  -1.60
O  -6.92  0.82  0.68
N  -6.37  0.57  -0.38
O  -6.97  0.40  -1.43
C  -4.92  0.42  -0.38
C  -4.21  0.59  0.82
C  -2.86  0.46  0.77
C  -2.12  0.12  -0.40
O  -0.86  -0.01  -0.28
C  -2.91  -0.04  -1.58
C  -4.29  0.11  -1.56
N  -2.32  -0.38  -2.86
O  -3.06  -0.44  -3.84
O  -1.12  -0.59  -2.93
N  -2.03  0.62  1.95
O  -1.40  1.93  1.80
O  -2.64  0.41  3.07
H  -4.68  0.80  1.77
H  -4.85  -0.02  -2.46
F  2.27  -5.72  0.20
C  2.10  -4.39  0.38
C  0.91  -3.89  0.86
F  -0.09  -4.73  1.18
C  0.74  -2.53  1.02
F  -0.40  -2.07  1.55
C  1.75  -1.61  0.73
O  1.60  -0.32  0.90
C  2.94  -2.15  0.23
F  3.96  -1.33  -0.09
C  3.12  -3.51  0.07
F  4.28  -3.98  -0.42

HOMO-LUMO gap, eV: 5.05
Charge: -2
Largest force on an atom, eV/A: 0.51
Energy relative to the best compared isomer or geometry (same formula, charge and spin), kcal per mole: 20.01
Multiplicity: 1

natural (NBO) population analysis, charges in e, atoms 1 to 8: Ti 1.417; Se -0.144; Te -0.501; Te -0.467; Se -0.026; C -0.998; As 2.017; C -1.013

***

Density functional theory data (wB97M-V/def2-TZVPD) for a single C11H12O molecule.

Geometry (Å):
C  1.11  0.35  2.80
C  -0.19  0.23  1.94
C  -0.88  -1.13  1.67
C  0.09  -0.52  0.64
C  1.56  -1.20  0.59
O  2.43  -0.76  -0.12
C  -0.33  -0.01  -0.67
C  -0.79  -0.85  -1.62
C  -1.11  -0.31  -2.90
C  -0.98  1.00  -3.19
C  -0.43  1.83  -2.22
C  -0.06  1.32  -0.94
H  1.58  -0.58  2.67
H  0.89  0.45  3.82
H  1.77  1.15  2.42
H  -0.68  1.18  2.05
H  -0.27  -1.92  2.10
H  -1.91  -1.31  1.76
H  1.44  -2.18  1.06
H  -0.77  -1.92  -1.52
H  -1.49  -0.91  -3.61
H  -1.31  1.26  -4.21
H  -0.15  2.83  -2.26
H  0.47  2.00  -0.26

HOMO-LUMO gap, eV: 9.89
Largest force on an atom, eV/A: 4.36
Structure (SMILES): C[C@@H]1C[C@@]1(C=O)c1ccccc1
Energy relative to the best compared isomer or geometry (same formula, charge and spin), kcal per mole: 54.37
Multiplicity: 1

natural (NBO) population analysis, charges in e, atoms 1 to 8: C -0.588; C -0.205; C -0.419; C -0.153; C 0.455; O -0.496; C -0.043; C -0.204